(1)
Entry from the Open Molecules 2025 dataset: one molecule with the formula C3H5NOS2 (the ωB97M-V functional and the def2-TZVPD basis).

The geometry in XYZ format:
```
12
Properties=species:S:1:pos:R:3
C 1.6143 -0.7734 -0.2334
N 1.2336 -0.6403 -1.3800
S -0.0762 -0.0045 -2.1783
C -1.2663 0.6081 -0.8740
S -1.8672 -0.2572 0.7201
C -0.1356 0.0008 1.4314
O 0.7610 -0.9510 0.8540
H 2.8279 -0.9491 -0.0165
H -2.0337 0.9114 -1.6372
H -0.8497 1.6258 -0.5667
H 0.2059 0.9532 1.3411
H -0.4139 -0.5238 2.5395
```

As for the lowest unoccupied orbital energy: 0.651 eV. Its orbital gap is 9.4 eV. Its highest occupied orbital energy is -8.7586 eV. As for the spin multiplicity: 1. As for the largest force on an atom: 7.43 eV Å⁻¹.

Mulliken charges in e: 0.1039 -0.2798 0.0878 -0.6604 -0.0219 -0.5543 -0.2992 0.2717 0.3299 0.3048 0.4776 0.2399



(2)
Entry from the Open Molecules 2025 dataset: C8H13ClO5SY as an isolated structure (the ωB97M-V functional and the def2-TZVPD basis).

The geometry in XYZ format:
```
29
Properties=species:S:1:pos:R:3
C 2.7438 0.9672 1.6988
C 3.6225 0.4756 0.6655
C 3.0661 0.5546 -0.8250
O 1.6366 0.6535 -0.7778
C 1.0430 -0.6448 -0.9409
O 1.6210 -1.5820 -0.3708
O -0.0673 -0.6788 -1.7283
C -0.9067 -1.8319 -1.4792
C -2.0635 -1.6005 -0.3992
C -1.6553 -0.7034 0.8597
C -1.5539 0.8715 0.5891
S -2.8196 1.5409 -0.5804
O -4.1719 0.9393 -0.4202
O -2.2870 1.4542 -1.9870
Cl -3.0295 3.5798 -0.1264
H 1.6092 1.1315 1.5248
H 3.1283 1.1674 2.7866
H 4.6675 0.0551 0.8865
H 3.4822 -0.2559 -1.4993
H 3.4465 1.5656 -1.2317
H -0.3663 -2.7880 -1.2052
H -1.4347 -2.0566 -2.4725
H -2.3224 -2.6394 0.0159
H -2.9946 -1.2553 -0.9509
H -2.4880 -0.8438 1.6380
H -0.6937 -1.0835 1.3910
H -1.6850 1.3956 1.6068
H -0.5234 1.1887 0.2102
Y 0.9959 0.4234 3.1219
```

As for the lowest unoccupied orbital energy: -15.531 eV. Its orbital gap is 3.7 eV. Its highest occupied orbital energy is -19.1860 eV. As for the total charge: +3. As for the spin multiplicity: 1. As for the largest force on an atom: 6.36 eV Å⁻¹.

Mulliken charges in e: -0.4497 -0.1713 -0.5136 -0.3370 0.6943 -0.5428 -0.2297 -0.5041 -0.6507 -0.0808 -0.3431 1.0101 -0.4623 -0.4451 -0.1338 0.6305 0.1993 0.4443 0.4633 0.4297 0.3591 0.3376 0.3917 0.3110 0.4377 -0.2802 0.3105 0.2268 1.8981



(3)
Entry from the Open Molecules 2025 dataset: a 2-piece molecular cluster, C9H6O3 overall (the ωB97M-V functional and the def2-TZVPD basis).

The geometry in XYZ format:
```
18
Properties=species:S:1:pos:R:3
C -2.3327 1.6945 -0.3240
C -0.9812 1.9648 -0.2169
C -2.7577 0.4520 0.1009
C -0.0442 1.1957 0.5712
C 0.9140 1.7849 1.2031
C 2.7467 -1.7461 -0.4628
C 3.4203 -2.8329 -0.3615
C -1.8511 -0.6432 0.2086
C -0.3942 -0.2143 0.3955
O 1.7369 2.3062 1.7923
O 2.4591 -0.6699 -0.6424
O -0.8245 -0.6080 -0.7906
H -3.0657 2.3135 -0.8112
H -0.5733 2.7366 -0.7443
H -3.7956 0.4179 0.0806
H 4.4875 -2.7205 -0.1622
H 3.0106 -3.7909 -0.3838
H -2.1551 -1.6404 0.5474
```

As for the lowest unoccupied orbital energy (spin up / spin down): -0.094 / -0.462 eV. Its orbital gap (spin up / spin down) is 7.2 / 7.7 eV. Its highest occupied orbital energy (spin up / spin down) is -7.2711 / -8.2024 eV. As for the spin multiplicity: 1. As for the largest force on an atom: 3.83 eV Å⁻¹.

Mulliken charges in e: -0.1810 -0.7577 -0.6607 0.0521 0.5517 0.7940 -1.0043 -0.2128 0.1724 -0.3675 -0.2842 -0.3098 0.3943 0.4437 0.4178 0.2285 0.2718 0.4516



(4)
Entry from the Open Molecules 2025 dataset: an isolated ion of composition C9H15ClNO and charge +1 (the ωB97M-V functional and the def2-TZVPD basis).

The geometry in XYZ format:
```
27
Properties=species:S:1:pos:R:3
C 1.6871 -1.4099 1.1719
C -1.4447 -1.1973 0.2829
C -2.6218 -0.4230 0.8667
C -0.9753 1.3827 1.0052
C 0.6012 0.0730 -0.6270
C -0.3443 1.0490 -0.3876
C 1.8949 -0.5125 0.0625
C -0.6305 2.2273 -1.3329
C 2.9075 -1.1079 -0.9886
N -0.7969 -0.3754 -0.7441
O -2.2903 0.9485 1.0789
Cl 2.4958 1.0077 0.7059
H 1.3658 -1.0524 2.1643
H 1.8809 -2.4700 1.1171
H -0.6068 -1.3090 1.1007
H -1.8364 -2.0413 -0.2093
H -3.3778 -0.3782 0.0696
H -2.8648 -0.7180 1.9737
H -0.4344 0.7806 1.8149
H -1.0882 2.3854 1.1856
H -0.4653 1.8432 -2.4498
H 0.1098 3.0747 -0.9612
H -1.5612 2.6410 -1.4143
H 2.4500 -1.8810 -1.4180
H 3.8438 -1.4544 -0.4729
H 3.1208 -0.4970 -1.8895
H -1.0189 -0.5858 -1.7048
```

As for the lowest unoccupied orbital energy (spin up / spin down): -2.934 / -5.493 eV. Its orbital gap (spin up / spin down) is 9.6 / 8.3 eV. Its highest occupied orbital energy (spin up / spin down) is -12.5066 / -13.8417 eV. As for the total charge: +1. As for the spin multiplicity: 3. As for the largest force on an atom: 5.09 eV Å⁻¹. As for the expectation value of S²: 2.009.

Mulliken charges in e: -1.5725 -0.5097 -0.3435 -0.5698 -1.4642 1.4140 2.0470 -1.4665 -1.5038 0.0602 -0.3964 -0.1546 0.4432 0.3407 0.1298 0.4723 0.3209 0.3128 0.1700 0.5129 0.3184 0.3151 0.4784 0.5311 0.3667 0.3727 0.3746



(5)
Entry from the Open Molecules 2025 dataset: C30H33ClN6O3STi as an isolated structure (the ωB97M-V functional and the def2-TZVPD basis).

The geometry in XYZ format:
```
75
Properties=species:S:1:pos:R:3
Ti -0.3035 2.2485 1.6916
O 0.7390 2.1412 -0.0488
N 1.8237 2.9060 -0.2119
C 2.2475 3.1195 -1.4754
C 3.3664 3.8657 -1.7172
C 4.0656 4.3987 -0.6337
C 3.6143 4.1699 0.6442
C 2.4627 3.4099 0.8681
S 1.8135 3.1122 2.4455
H 1.6365 2.6523 -2.2322
H 3.6873 4.0260 -2.7352
H 4.9553 4.9910 -0.7964
H 4.1265 4.5732 1.5053
O -1.5997 3.5088 1.2695
C -2.0846 4.5283 1.9950
C -2.4100 5.7231 1.3526
C -2.9090 6.7910 2.0695
C -3.0920 6.6915 3.4458
C -2.7828 5.5120 4.0872
C -2.2872 4.4107 3.3801
C -2.0154 3.1544 4.0667
N -1.2444 2.1513 3.6506
C -1.2986 1.1674 4.6180
C -2.1049 1.5765 5.6254
N -2.5494 2.8245 5.2629
H -2.2593 5.7819 0.2831
H -3.1526 7.7120 1.5569
H -3.4665 7.5336 4.0105
H -2.9024 5.4547 5.1626
H -0.7536 0.2445 4.5241
H -2.3967 1.1048 6.5457
H -3.2104 3.3852 5.7729
C -0.1953 -5.1634 -2.8278
C -1.0599 -4.7627 -1.6258
C -1.0336 -5.9279 -0.6290
C -2.5021 -4.5461 -2.0981
C -0.4603 -3.4693 -0.9752
O 0.9139 -3.6601 -0.6792
C -0.6890 -2.2269 -1.8706
C 0.4007 -1.1445 -1.8147
C 1.6242 -1.4716 -2.6398
C 2.8744 -1.6114 -2.0437
C 4.0018 -1.9045 -2.7983
C 3.8784 -2.0561 -4.1693
Cl 5.2790 -2.4208 -5.1221
C 2.6461 -1.9181 -4.7892
C 1.5303 -1.6260 -4.0212
C -1.0911 -3.2533 0.4140
N -0.6661 -2.0064 1.0359
C -1.2210 -0.8023 0.9356
N -0.4390 0.0878 1.5276
C 0.6017 -0.6617 2.0015
N 0.4885 -1.9332 1.7244
H -0.6688 -5.9948 -3.3515
H 0.7917 -5.5001 -2.5087
H -0.0677 -4.3546 -3.5501
H -1.2512 -6.8589 -1.1537
H -1.7865 -5.8202 0.1541
H -0.0510 -6.0237 -0.1660
H -2.9033 -5.4904 -2.4685
H -2.5709 -3.8238 -2.9115
H -3.1600 -4.2171 -1.2906
H 1.4287 -3.6249 -1.4938
H -1.6558 -1.7839 -1.6149
H -0.7912 -2.5403 -2.9090
H 0.7199 -0.9417 -0.7933
H -0.0370 -0.2163 -2.1939
H 2.9650 -1.5055 -0.9684
H 4.9695 -2.0176 -2.3294
H 2.5670 -2.0357 -5.8610
H 0.5715 -1.5083 -4.5140
H -0.7760 -4.0490 1.0817
H -2.1772 -3.2389 0.3508
H -2.1512 -0.6009 0.4319
H 1.4375 -0.2454 2.5416
```

As for the lowest unoccupied orbital energy (spin up / spin down): -2.494 / -2.399 eV. Its orbital gap (spin up / spin down) is 8.4 / 8.6 eV. Its highest occupied orbital energy (spin up / spin down) is -10.8865 / -10.9587 eV. As for the total charge: +1. As for the spin multiplicity: 2. As for the largest force on an atom: 0.56 eV Å⁻¹. As for the expectation value of S²: 0.753.

Mulliken charges in e: 0.8805 -0.5354 0.4458 -0.2649 -0.7880 -0.1217 -0.8649 0.8558 -0.4618 0.5096 0.4238 0.4069 0.4213 -0.7941 0.5934 -0.5078 -0.5026 -0.7915 -0.8847 0.3871 0.5576 0.2671 -0.5972 -0.6689 -0.0869 0.4533 0.4023 0.4149 0.3882 0.4781 0.4343 0.2073 -1.6745 1.5777 -2.0107 -1.7362 1.8195 -0.6842 -1.3783 0.5426 -0.6409 0.1486 -0.8544 0.2904 -0.2039 -0.9397 -0.3881 -2.0218 1.0214 -0.2998 0.5837 -0.9065 -0.8450 0.5220 0.4201 0.2993 0.5056 0.3490 0.3669 0.5020 0.3362 0.3091 0.4819 0.3636 0.8811 -0.5732 0.5189 0.4868 0.4245 0.4481 0.4618 0.4729 0.4128 0.4597 0.4941



(6)
Entry from the Open Molecules 2025 dataset: a 7-piece molecular cluster, H14O7 overall (the ωB97M-V functional and the def2-TZVPD basis).

The geometry in XYZ format:
```
21
Properties=species:S:1:pos:R:3
O 7.9695 -14.3732 11.4656
H 7.7463 -14.5296 12.3595
H 8.7016 -13.7762 11.4651
O 1.6353 -18.6579 12.3779
H 0.8639 -18.1913 12.7056
H 2.4744 -18.2583 12.6614
O 5.0553 -14.4349 10.7534
H 5.8027 -13.8550 10.6620
H 5.1177 -14.7801 9.8884
O 5.2044 -14.8505 13.8951
H 4.9985 -14.1697 13.2533
H 6.0922 -14.8063 14.2337
O 8.0349 -17.7808 9.9961
H 7.2937 -17.5547 10.5316
H 8.8060 -17.6913 10.5527
O 3.6036 -16.8661 13.0672
H 2.9615 -16.3292 12.5751
H 4.3424 -16.2984 13.2652
O 5.9596 -17.1231 11.6160
H 6.0094 -16.1486 11.4218
H 5.1964 -17.3080 12.1519
```

As for the lowest unoccupied orbital energy: -0.235 eV. Its orbital gap is 10.2 eV. Its highest occupied orbital energy is -10.4635 eV. As for the spin multiplicity: 1. As for the largest force on an atom: 2.26 eV Å⁻¹.

Mulliken charges in e: -0.5757 0.2863 0.2886 -0.6623 0.2815 0.4583 -0.6021 0.2965 0.3037 -0.6430 0.3193 0.2815 -0.6261 0.4305 0.2796 -0.7673 0.3155 0.2905 -0.7316 0.3645 0.4120



Q: What is the spin multiplicity in the fourth record?
A: 3